This record from the OMol25 dataset describes a molecular structure, C22H24CrNO4S in a non-equilibrium geometry. The level of theory is ωB97M-V/def2-TZVPD.

HOMO-LUMO gap (spin up / spin down): 2.039 / 4.294 eV
energy above the lowest of the compared OMol25 structures with the same formula, charge and spin: 9.7 kcal per mole
electronic energy: -2650.93023 hartree
charge: -2
multiplicity: 4

XYZ file:
```
53
Properties=species:S:1:pos:R:3:forces:R:3
Cr -0.64391 -0.34408 -0.80557 -0.134 -1.273 1.986
C -1.04426 1.64587 -2.02276 1.199 0.692 -0.159
C -0.76461 2.28388 -0.76933 0.639 0.337 -1.157
C 0.53285 1.90063 -0.34435 -0.310 -0.653 -1.204
H -1.40075 3.01886 -0.27538 0.025 -0.525 -0.023
C 1.07094 0.97796 -1.31787 -0.387 1.401 -0.943
C 0.11200 0.87320 -2.41150 0.115 1.150 0.774
H 0.26487 0.36629 -3.36780 -0.117 0.082 0.440
H -1.91566 1.85200 -2.64616 0.254 -0.425 0.448
H 1.10121 2.37397 0.45586 -0.351 -0.512 0.049
H 2.08832 0.58738 -1.32281 -0.518 -0.062 0.061
C -1.64686 -2.34949 -0.46757 1.109 -0.641 -1.280
C -1.07294 -2.16370 -1.79215 -0.162 -0.426 0.606
C 0.36761 -2.09473 -1.62145 -0.623 -0.987 0.429
H -1.61915 -2.16111 -2.73017 0.087 0.102 0.162
C 0.65301 -2.39780 -0.24842 -0.917 -0.363 -0.592
C -0.56791 -2.51165 0.46237 0.274 -0.090 -0.810
H -0.66329 -2.78769 1.51381 -0.004 0.426 -0.341
H -2.70231 -2.50821 -0.25420 0.352 0.475 -0.058
H 1.11450 -1.96903 -2.40688 -0.293 -0.048 0.229
H 1.62736 -2.69031 0.12843 -0.276 0.625 0.039
O 2.07877 -0.55389 1.02510 0.427 0.799 1.009
C 3.47299 -0.72754 1.25896 0.730 0.175 0.419
C 3.46309 0.13233 2.54352 -0.489 -0.190 -0.288
C 4.32612 -0.13436 0.16405 0.203 -0.114 -0.211
C 3.81629 -2.17761 1.51299 0.301 -0.218 -0.092
C 1.95763 0.19482 2.27389 -0.736 0.062 -0.278
H 3.97246 1.09637 2.43488 0.026 -0.266 0.207
H 3.71679 -0.39903 3.46140 0.274 0.171 -0.031
H 1.32001 -0.36230 2.96920 0.013 0.300 -0.080
H 1.55208 1.19658 2.09672 -0.135 -0.381 0.125
H 5.36873 -0.10113 0.50715 -0.077 0.034 -0.111
H 3.99188 0.87926 -0.08393 0.055 -0.207 0.023
H 4.27537 -0.77169 -0.72436 -0.011 0.207 -0.089
H 4.83907 -2.23971 1.90662 -0.118 -0.084 0.041
H 3.79189 -2.73378 0.57093 -0.102 -0.097 0.139
H 3.11296 -2.62481 2.22543 0.152 0.070 -0.142
O -4.70402 -0.86695 -0.57656 -0.592 -0.524 -0.695
S -4.03176 0.40529 -0.51816 2.780 1.535 3.516
O -3.97751 1.23906 -1.69131 -0.649 -0.274 -1.090
N -2.47327 0.20411 0.11301 -1.401 -0.359 -0.848
C -2.35464 0.57175 1.42711 -1.224 0.632 0.183
O -1.36877 0.25972 2.12122 0.307 0.267 0.212
C -3.50867 1.39707 1.83132 2.525 -0.797 1.218
C -3.53775 2.29595 2.90581 -0.718 0.480 0.266
C -4.61444 3.17271 3.04418 1.583 -0.514 0.816
C -5.67902 3.11487 2.12636 -1.276 -0.047 -1.073
C -5.62775 2.23306 1.02982 0.530 -0.160 0.247
C -4.52081 1.39126 0.88583 -2.397 0.424 -1.686
H -2.69382 2.29007 3.59404 -0.128 0.104 -0.067
H -4.62765 3.90529 3.85654 0.011 -0.218 -0.176
H -6.53400 3.78187 2.26779 0.141 -0.220 -0.183
H -6.42820 2.19955 0.29441 0.032 0.125 0.061
```
Forces are in eV/Å.